Record 1
Here is 3 unconnected molecules or ions with the total composition C3H11O2S in a non-equilibrium geometry from the OMol25 dataset. Energies are from ωB97M-V/def2-TZVPD.

```
17
Properties=species:S:1:pos:R:3:forces:R:3:mulliken_spin:R:1
C 1.7857 -0.0140 -1.0681 0.1543 -0.1830 0.4913 0.009
C 2.2728 -1.1205 -0.1127 -0.7660 -0.4658 -1.2538 0.015
C 1.1781 -1.5298 0.8899 0.0370 0.8831 0.3657 -0.033
S -0.4191 -2.1609 0.2809 0.8385 0.2051 0.0787 0.979
H 1.8128 0.9453 -0.5480 -0.0037 0.0661 -0.0562 -0.002
H 2.4010 0.0597 -1.9634 -0.0163 -0.0111 0.0165 0.000
H 0.7539 -0.2067 -1.3504 -0.0465 -0.0541 -0.2399 -0.005
H 3.2079 -0.7876 0.3366 -0.1914 -0.1724 0.5380 0.002
H 2.5070 -2.0279 -0.6803 0.1704 0.1634 -0.1096 -0.008
H 1.5764 -2.1769 1.6688 -0.1177 -0.0723 -0.0120 -0.011
H 0.8583 -0.5821 1.3671 -0.0697 -0.3304 0.1985 0.050
H -2.9456 4.6709 0.7742 -0.5740 -0.2162 1.2117 0.000
H -2.3379 3.8186 -0.3375 -0.1723 0.4270 0.3367 0.000
O -2.5328 4.7319 -0.0647 0.7494 -0.2887 -1.5106 0.000
H -1.4934 0.3232 0.0444 -0.3078 -0.2929 0.3149 0.002
H -0.8941 1.4138 -0.7300 -0.1748 0.3499 0.3796 0.000
O -1.4413 1.2837 0.0642 0.4907 -0.0078 -0.7497 0.001
```
Forces are in eV/Å.

Computed properties:
HOMO level (spin up / spin down) = -0.359 / -0.345 Eh
spin multiplicity = 2
M = 111.19 g mol⁻¹

Record 2
Here is C5H8N2O in the gas phase in a non-equilibrium geometry from the OMol25 dataset. Energies are from ωB97M-V/def2-TZVPD.

```
16
Properties=species:S:1:pos:R:3:forces:R:3:mulliken_charge:R:1
C -1.8356 -1.2257 -0.0993 3.0563 0.4216 0.5392 -0.677
C -0.5321 -1.5690 0.0114 -0.8864 -0.1034 -0.4791 -0.264
C 1.6405 -0.2849 0.1873 -3.4157 1.5866 -0.4781 0.723
C -1.9228 0.2521 0.1531 -1.1032 -0.4600 1.6635 -0.409
C 2.0319 1.1026 -0.1069 0.3238 0.2194 -0.1459 -1.242
N -0.5861 0.7721 0.1553 1.0650 0.3149 -0.5533 -0.484
N 0.2097 -0.4321 0.3035 2.6603 1.0761 -0.4819 0.181
O 2.4454 -1.1290 0.3362 1.1155 -2.7483 0.3655 -0.547
H -2.6980 -1.7687 -0.2506 -1.3231 -1.4231 -0.4516 0.462
H 0.0739 -2.4722 -0.1540 -0.7585 0.3277 0.3069 0.409
H -2.5148 0.6309 -0.6511 -0.6762 0.9920 -0.0406 0.335
H -2.3375 0.4170 1.2070 -0.1048 0.0755 -1.4644 0.192
H 1.5321 1.7272 0.5674 -0.6472 1.1116 1.2353 0.457
H 1.7467 1.4983 -1.0756 0.2437 -0.3339 -0.4368 0.288
H 3.0755 1.1284 0.1020 0.8570 0.3894 -0.3436 0.330
H -0.3289 1.3530 -0.6859 -0.4066 -1.4462 0.7651 0.246
```
Forces are in eV/Å.

Computed properties:
SMILES string = CC(=O)N1C=CCN1
HOMO level = -0.289 Eh
M = 112.13 g mol⁻¹

Record 3
Here is C5H12N2O in the gas phase in a non-equilibrium geometry from the OMol25 dataset. Energies are from ωB97M-V/def2-TZVPD.

```
20
Properties=species:S:1:pos:R:3:forces:R:3:mulliken_charge:R:1
C -1.6652 -0.3334 0.2209 -0.8212 0.0200 -0.0692 -0.412
N -1.7255 -0.0756 1.6177 -0.0961 0.3852 -0.8458 -0.497
O -2.4490 -1.4468 -0.0770 0.2034 -0.1688 0.0917 -0.533
H -2.8549 -1.3652 -0.9479 0.1642 0.0758 0.1217 0.359
H -1.7532 -0.9678 2.1031 0.4516 0.3954 0.3000 0.266
H -0.9680 0.5955 1.8636 -0.1008 -0.8569 0.3305 0.415
H -2.0037 0.5488 -0.3311 0.2657 -0.1223 -0.0876 0.427
H -0.2058 1.5485 -0.3545 -0.0024 -0.0154 -0.0556 0.240
C 1.3614 0.8149 -1.6097 -0.3922 -0.5687 -0.2558 -1.368
C 0.5963 0.8103 -0.2749 0.6493 0.2417 -0.2914 -0.153
C 0.4239 -1.6153 0.1274 -1.0750 1.0956 -0.3555 -0.135
C 1.3796 1.0764 0.9747 -0.6215 -0.3454 0.4190 -0.973
N -0.2278 -0.5558 -0.2025 1.8822 -0.1199 1.4351 0.378
H 1.7135 1.8274 -1.8049 0.0513 -0.1018 0.1362 0.416
H 2.2183 0.1390 -1.5827 0.0951 0.1067 0.1736 0.295
H 0.7468 0.4970 -2.4589 -0.1122 0.1026 -0.1197 0.370
H 1.5059 -1.6019 0.1586 0.0152 0.1493 -0.2137 0.254
H -0.1063 -2.5003 0.4620 -0.1209 -0.0247 -0.2044 0.274
H 1.7199 2.1137 1.0160 -0.4718 0.1396 -0.0897 0.238
H 2.2937 0.4909 1.1000 0.0363 -0.3879 -0.4194 0.139
```
Forces are in eV/Å.

Computed properties:
HOMO level = -0.207 Eh
M = 116.16 g mol⁻¹